{
  "formula": "C20H46InO3P4Se",
  "method": "ωB97M-V with the def2-TZVPD basis set",
  "species": ["In", "P", "P", "P", "H", "C", "C", "H", "C", "C", "C", "C", "C", "C", "C", "C", "C", "H", "H", "H", "H", "H", "H", "H", "H", "H", "H", "H", "H", "H", "H", "H", "H", "H", "H", "H", "H", "H", "H", "H", "H", "H", "H", "H", "H", "H", "C", "C", "C", "C", "C", "C", "Se", "H", "H", "H", "H", "H", "H", "C", "O", "P", "O", "C", "O", "C", "H", "H", "H", "H", "H", "H", "H", "H", "H"],
  "coordinates": [[-0.39, -1.08, -0.42], [0.19, 2.16, 1.63], [-2.59, 0.46, -0.12], [2.18, 0.00, -0.30], [-1.36, -2.31, -3.80], [-0.64, -2.70, -3.07], [-0.95, -2.85, -1.71], [-2.04, -2.89, -1.46], [0.47, 3.93, 1.23], [-1.12, 2.40, 2.88], [1.58, 1.97, 2.84], [-3.62, -0.32, -1.42], [-3.60, 0.09, 1.36], [-3.08, 2.20, -0.37], [2.73, -0.95, -1.79], [3.27, -0.67, 1.02], [3.03, 1.61, -0.62], [0.23, -3.20, -3.52], [-0.25, -3.53, -1.18], [0.53, 4.56, 2.13], [-0.34, 4.28, 0.58], [1.41, 4.00, 0.67], [-0.76, 3.07, 3.68], [-1.39, 1.42, 3.30], [-2.01, 2.85, 2.40], [1.46, 2.69, 3.67], [2.53, 2.16, 2.32], [1.58, 0.94, 3.23], [-4.67, -0.04, -1.30], [-3.52, -1.41, -1.35], [-3.24, 0.02, -2.40], [-4.67, 0.00, 1.09], [-3.48, 0.90, 2.09], [-3.23, -0.84, 1.82], [-4.18, 2.24, -0.31], [-2.76, 2.55, -1.36], [-2.65, 2.85, 0.40], [3.82, -0.82, -1.95], [2.18, -0.58, -2.67], [2.50, -2.02, -1.65], [3.89, -1.46, 0.57], [2.67, -1.09, 1.85], [3.93, 0.12, 1.43], [4.03, 1.40, -1.05], [3.16, 2.21, 0.29], [2.45, 2.19, -1.35], [0.03, 1.78, -4.45], [-0.38, 0.44, -4.50], [0.00, -0.33, -5.60], [0.95, 0.14, -6.52], [1.56, 1.40, -6.31], [1.14, 2.17, -5.23], [-0.74, 3.06, -3.29], [0.59, 3.31, -2.67], [-1.02, -0.02, -3.73], [-0.44, -1.31, -5.74], [1.24, -0.48, -7.37], [2.37, 1.78, -6.95], [1.71, 3.07, -5.01], [-1.72, -1.40, 4.79], [-1.57, -1.30, 3.36], [-0.37, -1.98, 2.42], [1.02, -1.51, 3.23], [1.54, -1.98, 4.49], [-0.52, -3.54, 2.93], [0.25, -4.61, 2.33], [-2.74, -1.08, 5.01], [-1.03, -0.71, 5.29], [-1.59, -2.42, 5.16], [2.58, -1.62, 4.56], [1.57, -3.07, 4.54], [0.99, -1.58, 5.34], [1.08, -4.27, 1.70], [0.65, -5.25, 3.14], [-0.42, -5.21, 1.71]],
  "total_charge": 3,
  "lumo_ha": -0.4261,
  "multiplicity": 1,
  "de_lowest_kcal_mol": 0.10
}

***

{
  "formula": "C20H46LaP4Se",
  "method": "ωB97M-V with the def2-TZVPD basis set",
  "species": ["La", "P", "P", "P", "H", "C", "C", "H", "C", "C", "C", "C", "C", "C", "C", "C", "C", "H", "H", "H", "H", "H", "H", "H", "H", "H", "H", "H", "H", "H", "H", "H", "H", "H", "H", "H", "H", "H", "H", "H", "H", "H", "H", "H", "H", "H", "C", "C", "C", "C", "C", "C", "Se", "H", "H", "H", "H", "H", "H", "C", "P", "C", "C", "H", "H", "H", "H", "H", "H", "H", "H", "H"],
  "coordinates": [[-1.24, 0.55, -1.31], [-1.73, -1.83, 0.51], [1.02, 0.01, 1.35], [1.19, -1.26, -2.03], [-3.57, 3.45, -5.47], [-3.80, 2.39, -5.63], [-3.58, 1.38, -4.74], [-3.22, 1.53, -3.72], [-3.18, -1.71, 1.61], [-0.82, -3.12, 1.44], [-2.40, -2.86, -0.86], [2.34, 1.28, 1.42], [0.48, 0.07, 3.10], [2.16, -1.43, 1.50], [1.11, -1.45, -3.86], [1.51, -3.01, -1.59], [2.90, -0.58, -1.93], [-4.32, 2.19, -6.58], [-3.89, 0.38, -5.06], [-4.02, -1.25, 1.08], [-2.95, -1.11, 2.49], [-3.46, -2.72, 1.93], [-0.38, -2.71, 2.36], [-0.03, -3.56, 0.83], [-1.53, -3.91, 1.72], [-2.95, -2.25, -1.59], [-3.08, -3.60, -0.42], [-1.59, -3.38, -1.39], [3.07, 1.02, 2.21], [1.92, 2.27, 1.63], [2.87, 1.33, 0.46], [1.34, -0.18, 3.73], [-0.32, -0.65, 3.30], [0.13, 1.06, 3.38], [2.73, -1.32, 2.42], [2.86, -1.48, 0.66], [1.62, -2.38, 1.55], [2.10, -1.74, -4.24], [0.80, -0.51, -4.33], [0.37, -2.23, -4.11], [2.08, -3.49, -2.39], [0.57, -3.54, -1.46], [2.09, -3.09, -0.66], [3.46, -0.90, -2.81], [3.44, -0.92, -1.03], [2.84, 0.52, -1.91], [0.77, 3.45, -3.07], [-0.51, 3.58, -3.63], [-0.68, 3.56, -5.01], [0.45, 3.68, -5.83], [1.73, 3.76, -5.26], [1.91, 3.66, -3.87], [0.92, 2.82, -1.35], [-0.44, 0.99, -3.17], [-1.35, 3.56, -2.94], [-1.67, 3.39, -5.42], [0.37, 3.72, -6.92], [2.62, 3.89, -5.89], [2.87, 3.67, -3.37], [-0.55, 3.39, 2.36], [-1.58, 2.12, 1.51], [-2.84, 1.87, 2.83], [-2.52, 3.19, 0.37], [-0.09, 3.01, 3.29], [-1.21, 4.23, 2.62], [0.24, 3.75, 1.68], [-3.47, 2.77, 2.88], [-2.35, 1.70, 3.80], [-3.48, 1.01, 2.59], [-2.83, 4.06, 0.96], [-1.88, 3.53, -0.47], [-3.41, 2.68, -0.01]],
  "total_charge": 3,
  "lumo_ha": [-0.4711, -0.4799],
  "multiplicity": 1,
  "de_lowest_kcal_mol": 15.21
}

***

{
  "formula": "C20H47AlBr2FN2O7P2",
  "method": "ωB97M-V with the def2-TZVPD basis set",
  "species": ["C", "C", "Br", "C", "Br", "Al", "F", "C", "C", "C", "C", "C", "P", "P", "O", "O", "O", "H", "H", "H", "H", "H", "H", "H", "H", "H", "H", "H", "H", "H", "H", "H", "H", "H", "C", "O", "C", "C", "N", "C", "C", "O", "C", "H", "H", "H", "H", "H", "H", "H", "H", "H", "H", "H", "H", "H", "H", "H", "C", "O", "C", "C", "N", "C", "C", "O", "C", "H", "H", "H", "H", "H", "H", "H", "H", "H", "H", "H", "H", "H", "H", "H"],
  "coordinates": [[-7.49, -5.92, 3.92], [-5.91, -5.38, 3.93], [-4.89, -5.69, 5.64], [-5.25, -4.72, 2.77], [-6.37, -4.51, 1.08], [-3.32, -4.03, 2.69], [-3.28, -2.23, 3.33], [-1.91, -5.26, 3.54], [-0.87, -4.52, 4.57], [-1.57, -3.65, 5.77], [-1.18, -2.03, 5.72], [-1.06, -4.26, 7.23], [-2.79, -3.89, 0.38], [-1.40, -2.26, -0.01], [-1.33, -1.15, 1.11], [-1.89, -1.45, -1.51], [0.22, -2.88, -0.34], [-7.47, -7.06, 3.63], [-8.20, -5.27, 3.25], [-7.86, -5.82, 5.05], [-2.41, -6.23, 4.02], [-1.25, -5.69, 2.65], [-0.26, -5.39, 5.10], [-0.07, -3.84, 4.04], [-2.74, -3.69, 5.79], [-2.20, -1.40, 5.69], [-0.60, -1.80, 4.72], [-0.61, -1.68, 6.69], [-1.64, -3.80, 8.15], [-1.19, -5.43, 7.30], [0.11, -4.05, 7.36], [-2.19, -5.19, 0.08], [-2.76, -0.98, -1.29], [0.89, -2.17, -0.10], [-4.23, 4.74, -3.87], [-3.17, 5.31, -3.10], [-3.11, 4.81, -1.76], [-1.89, 3.89, -1.57], [-2.06, 2.62, -2.28], [-0.83, 1.83, -2.39], [0.37, 2.46, -3.13], [0.16, 2.62, -4.54], [-0.57, 3.78, -4.90], [-4.33, 5.32, -4.79], [-4.01, 3.71, -4.14], [-5.18, 4.79, -3.33], [-4.05, 4.32, -1.46], [-2.99, 5.69, -1.12], [-1.76, 3.69, -0.50], [-1.02, 4.44, -1.92], [-2.40, 2.81, -3.22], [-1.10, 0.91, -2.90], [-0.51, 1.55, -1.38], [1.21, 1.77, -3.03], [0.71, 3.40, -2.68], [-0.37, 4.63, -4.23], [-1.64, 3.55, -4.94], [-0.27, 4.07, -5.91], [8.03, 2.24, -3.36], [6.74, 2.69, -3.72], [5.87, 1.65, -4.19], [4.77, 1.35, -3.17], [5.31, 0.69, -1.97], [4.38, 0.64, -0.84], [3.88, 1.99, -0.27], [4.89, 2.75, 0.40], [5.71, 3.52, -0.47], [8.68, 3.11, -3.22], [8.00, 1.69, -2.42], [8.47, 1.61, -4.15], [6.43, 0.75, -4.47], [5.40, 2.03, -5.10], [4.02, 0.70, -3.63], [4.29, 2.30, -2.91], [6.15, 1.19, -1.67], [4.89, 0.10, -0.04], [3.51, 0.03, -1.13], [3.14, 1.75, 0.50], [3.35, 2.60, -1.01], [5.17, 3.89, -1.34], [6.58, 2.94, -0.77], [6.09, 4.38, 0.10]],
  "total_charge": -1,
  "lumo_ha": 0.0781,
  "multiplicity": 1,
  "de_lowest_kcal_mol": 133.78
}

***

{
  "formula": "C20H47BaCu2N3O12",
  "method": "ωB97M-V with the def2-TZVPD basis set",
  "species": ["Cu", "Cu", "Ba", "O", "C", "O", "O", "H", "O", "C", "O", "O", "H", "C", "O", "C", "C", "N", "C", "C", "O", "C", "H", "H", "H", "H", "H", "H", "H", "H", "H", "H", "H", "H", "H", "H", "H", "C", "O", "C", "C", "N", "C", "C", "O", "C", "H", "H", "H", "H", "H", "H", "H", "H", "H", "H", "H", "H", "H", "H", "H", "C", "O", "C", "C", "N", "C", "C", "O", "C", "H", "H", "H", "H", "H", "H", "H", "H", "H", "H", "H", "H", "H", "H", "H"],
  "coordinates": [[1.21, -2.76, 0.90], [1.87, 1.93, -0.94], [1.51, 0.69, 1.88], [1.77, -0.53, -1.72], [1.36, -0.34, -0.46], [0.60, 0.62, -0.18], [1.75, -1.06, 0.44], [2.24, -1.37, -1.66], [3.20, -2.75, 1.21], [3.83, -2.23, 2.24], [4.18, -1.03, 2.01], [4.06, -2.79, 3.30], [3.37, -1.88, 0.86], [3.05, -3.09, -1.60], [1.83, -2.68, -1.24], [0.81, -3.44, -1.84], [-0.46, -2.81, -1.23], [-0.28, -3.34, 0.18], [-1.32, -3.13, 1.24], [-2.62, -3.92, 1.02], [-2.48, -5.29, 1.03], [-2.62, -5.70, 2.33], [3.16, -2.63, -2.59], [3.06, -4.16, -1.79], [3.89, -2.64, -1.06], [0.88, -4.51, -1.63], [0.79, -3.41, -2.93], [-1.42, -3.16, -1.61], [-0.45, -1.73, -1.27], [-0.12, -4.31, -0.06], [-1.48, -2.06, 1.38], [-0.91, -3.47, 2.19], [-3.04, -3.58, 0.07], [-3.29, -3.57, 1.80], [-1.89, -5.35, 3.06], [-2.73, -6.77, 2.14], [-3.61, -5.47, 2.73], [-2.84, 4.15, 2.31], [-3.03, 2.96, 1.63], [-2.16, 2.70, 0.57], [-0.77, 2.21, 0.77], [-0.69, 0.97, 1.46], [-1.16, 0.97, 2.78], [-0.32, 1.94, 3.71], [1.05, 1.45, 3.90], [1.93, 2.33, 4.62], [-1.80, 4.13, 2.66], [-3.67, 4.17, 3.01], [-3.02, 4.99, 1.64], [-2.14, 3.49, -0.18], [-2.81, 2.01, 0.04], [-0.13, 2.99, 1.17], [-0.25, 2.05, -0.17], [-1.31, 0.29, 1.04], [-1.11, -0.03, 3.22], [-2.22, 1.21, 2.88], [-0.95, 2.11, 4.59], [-0.33, 2.95, 3.28], [2.69, 1.72, 5.12], [1.39, 2.98, 5.31], [2.46, 2.94, 3.89], [-3.93, 1.19, -2.30], [-2.54, 1.21, -2.13], [-2.02, 2.53, -2.29], [-0.76, 2.54, -1.54], [0.35, 1.76, -2.05], [0.69, 2.06, -3.47], [2.12, 1.48, -3.88], [3.00, 2.02, -2.94], [4.29, 2.07, -3.52], [-4.25, 0.20, -1.97], [-4.34, 1.55, -3.25], [-4.32, 1.90, -1.57], [-2.63, 3.25, -1.75], [-1.84, 2.78, -3.34], [-1.13, 2.14, -0.60], [-0.43, 3.56, -1.31], [0.18, 0.77, -1.92], [0.58, 3.13, -3.65], [0.01, 1.66, -4.22], [2.38, 1.62, -4.93], [1.98, 0.40, -3.82], [4.40, 2.70, -4.40], [4.67, 1.08, -3.78], [5.03, 2.44, -2.82]],
  "total_charge": 2,
  "lumo_ha": -0.2465,
  "multiplicity": 1,
  "de_lowest_kcal_mol": 355.44
}

***

{
  "formula": "C20H47FeN6O7",
  "method": "ωB97M-V with the def2-TZVPD basis set",
  "species": ["Fe", "C", "C", "O", "H", "H", "H", "H", "H", "C", "O", "N", "C", "C", "H", "H", "H", "H", "H", "H", "H", "C", "O", "N", "C", "C", "H", "H", "H", "H", "H", "H", "H", "C", "O", "N", "C", "C", "H", "H", "H", "H", "H", "H", "H", "C", "O", "N", "C", "C", "H", "H", "H", "H", "H", "H", "H", "C", "O", "N", "C", "C", "H", "H", "H", "H", "H", "H", "H", "C", "O", "N", "C", "C", "H", "H", "H", "H", "H", "H", "H"],
  "coordinates": [[1.48, 1.25, -2.83], [-1.05, -1.27, 0.14], [-0.06, -0.20, -0.38], [0.08, 0.13, -1.71], [-1.98, -0.85, 0.50], [-0.62, -1.75, 1.01], [-1.35, -1.96, -0.66], [0.90, -0.63, -0.05], [-0.05, 0.72, 0.22], [0.25, -4.20, 2.69], [0.32, -4.41, 3.88], [1.30, -4.33, 1.85], [1.24, -4.11, 0.40], [2.60, -4.77, 2.32], [-0.63, -3.99, 2.06], [1.91, -4.82, -0.08], [1.56, -3.08, 0.25], [0.21, -4.30, 0.08], [2.80, -5.75, 1.86], [3.43, -4.12, 2.03], [2.67, -4.87, 3.40], [-3.90, -0.30, 2.93], [-4.81, -1.22, 2.93], [-4.02, 0.83, 2.08], [-3.08, 1.90, 2.02], [-5.14, 0.99, 1.20], [-3.00, -0.22, 3.54], [-2.32, 1.73, 1.24], [-2.56, 2.02, 2.97], [-3.55, 2.85, 1.74], [-5.46, 2.03, 1.14], [-4.79, 0.56, 0.26], [-6.02, 0.42, 1.52], [4.15, 0.34, 0.66], [5.05, -0.42, 0.39], [4.20, 1.39, 1.50], [3.12, 2.32, 1.73], [5.42, 1.66, 2.30], [3.17, 0.24, 0.14], [3.25, 3.20, 1.09], [3.10, 2.59, 2.79], [2.18, 1.86, 1.42], [5.19, 1.37, 3.32], [6.25, 1.02, 1.99], [5.77, 2.68, 2.18], [1.16, 3.91, -1.07], [1.29, 2.67, -1.18], [0.62, 4.55, -0.06], [0.13, 3.80, 1.12], [0.69, 5.99, 0.12], [1.54, 4.61, -1.83], [0.74, 4.05, 1.99], [0.19, 2.73, 0.97], [-0.85, 4.22, 1.37], [1.08, 6.17, 1.12], [1.34, 6.51, -0.58], [-0.31, 6.43, 0.05], [-3.68, -0.28, -2.37], [-4.48, -1.18, -2.53], [-4.02, 1.02, -2.31], [-5.34, 1.56, -2.57], [-3.00, 2.04, -2.13], [-2.58, -0.39, -2.40], [-6.16, 0.86, -2.73], [-5.29, 2.15, -3.49], [-5.66, 2.22, -1.76], [-3.11, 2.61, -1.20], [-1.96, 1.73, -2.11], [-3.16, 2.61, -3.06], [2.65, -2.41, -2.03], [3.84, -2.35, -1.78], [2.09, -3.42, -2.72], [0.65, -3.45, -2.99], [2.76, -4.65, -3.07], [1.95, -1.57, -1.92], [0.06, -2.61, -2.62], [0.21, -4.35, -2.56], [0.54, -3.50, -4.08], [3.80, -4.59, -2.75], [2.25, -5.56, -2.76], [2.81, -4.66, -4.17]],
  "total_charge": 1,
  "lumo_ha": [-0.1225, -0.2650],
  "multiplicity": 9,
  "s2": 20.027,
  "de_lowest_kcal_mol": 60.61
}

***

{
  "formula": "C20H47N6O5",
  "method": "ωB97M-V with the def2-TZVPD basis set",
  "species": ["O", "H", "H", "H", "C", "C", "C", "C", "C", "C", "N", "O", "C", "C", "C", "H", "H", "H", "H", "H", "H", "H", "H", "H", "H", "H", "H", "H", "H", "H", "H", "H", "H", "C", "C", "C", "C", "C", "C", "N", "O", "C", "C", "C", "H", "H", "H", "H", "H", "H", "H", "H", "H", "H", "H", "H", "H", "H", "H", "H", "H", "H", "C", "O", "N", "N", "H", "H", "H", "H", "C", "O", "N", "N", "H", "H", "H", "H"],
  "coordinates": [[0.40, 0.04, -0.21], [-0.18, 0.55, 0.43], [0.56, -0.91, 0.07], [0.09, 0.18, -1.15], [-2.65, -0.99, 1.54], [-2.28, -0.06, 2.75], [-1.91, -1.09, 3.85], [-1.20, -0.53, 5.09], [0.04, 0.21, 4.63], [-0.22, 1.25, 3.53], [-1.14, 0.79, 2.51], [-1.24, 1.66, 1.40], [1.11, 1.57, 2.86], [-0.78, 2.50, 4.31], [-3.57, 0.66, 3.16], [-1.80, -1.60, 1.22], [-3.04, -0.32, 0.78], [-3.46, -1.66, 1.83], [-1.37, -1.96, 3.46], [-2.83, -1.56, 4.22], [-0.94, -1.24, 5.88], [-1.88, 0.12, 5.65], [0.85, -0.48, 4.37], [0.54, 0.71, 5.46], [2.01, 1.65, 3.48], [1.11, 2.42, 2.18], [1.37, 0.68, 2.27], [-1.82, 2.40, 4.64], [-0.89, 3.34, 3.61], [-0.25, 2.90, 5.18], [-3.53, 0.98, 4.21], [-4.41, -0.04, 3.05], [-3.72, 1.52, 2.52], [-0.93, 2.53, -2.29], [0.30, 2.07, -3.10], [1.54, 2.82, -2.53], [2.84, 2.25, -3.04], [2.93, 0.77, -2.83], [1.75, 0.00, -3.50], [0.54, 0.63, -2.98], [-0.61, -0.17, -2.76], [1.94, -1.48, -3.15], [1.84, 0.04, -5.06], [-0.04, 2.60, -4.54], [-1.16, 3.58, -2.49], [-0.73, 2.52, -1.21], [-1.84, 1.95, -2.39], [1.43, 2.79, -1.44], [1.50, 3.85, -2.90], [3.75, 2.71, -2.63], [3.06, 2.60, -4.06], [2.94, 0.66, -1.74], [3.88, 0.28, -3.10], [2.07, -1.52, -2.07], [2.86, -1.87, -3.60], [1.04, -2.02, -3.44], [2.18, 1.04, -5.35], [0.97, -0.18, -5.67], [2.73, -0.54, -5.33], [-0.58, 3.55, -4.52], [-0.72, 1.90, -5.03], [0.83, 2.74, -5.19], [-2.52, -3.56, -2.02], [-3.23, -2.89, -2.76], [-2.97, -4.76, -1.47], [-1.36, -3.13, -1.46], [-3.57, -5.32, -2.04], [-2.22, -5.24, -1.01], [-0.92, -3.58, -0.68], [-0.96, -2.29, -1.88], [1.88, -2.48, 1.25], [0.88, -2.31, 0.55], [3.13, -2.33, 0.73], [1.86, -2.60, 2.60], [3.87, -2.05, 1.35], [3.16, -1.98, -0.22], [2.70, -2.75, 3.14], [1.00, -2.46, 3.10]],
  "total_charge": -1,
  "lumo_ha": 0.0766,
  "multiplicity": 1
}